The following is a DFT calculation (wB97M-V/def2-TZVPD) of C6H4O as an isolated structure.

```
11
Properties=species:S:1:pos:R:3:forces:R:3
C -0.21127 2.50752 1.97950 0.908 -0.451 -0.691
C 0.35190 1.65141 1.17792 1.593 -1.358 -1.496
C 0.36248 -0.16184 -0.09824 -0.342 -0.363 -0.645
C 1.42153 0.71965 -0.18074 -5.158 0.068 3.764
C 2.80239 0.66857 -0.62288 -1.126 -1.294 -0.299
C -0.59969 0.38739 0.95374 -0.844 1.316 0.188
O 3.19149 -0.28337 -1.23519 0.115 -0.759 -0.696
H 0.10461 -1.09958 -0.69896 0.949 1.326 0.801
H 3.45631 1.40450 -0.32752 1.505 2.246 0.780
H -0.90502 -0.18871 1.88250 1.193 0.224 -1.151
H -1.60711 0.82599 0.66090 1.207 -0.956 -0.555
```
Forces are in eV/Å.

Its HOMO-LUMO gap is 8.96 eV. The total charge is 0. The value obtained for the energy above the lowest of the compared OMol25 structures with the same formula, charge and spin is 628.7 kJ/mol.


The following is a DFT calculation (wB97M-V/def2-TZVPD) of the molecule CCl2O3S2.

```
8
Properties=species:S:1:pos:R:3:forces:R:3
C -1.52424 0.30957 0.34604 1.780 1.080 -0.801
O -1.74791 0.72537 1.40959 -1.166 0.692 1.173
O -0.84893 -0.82016 0.15907 -0.036 -1.833 -1.257
O 1.37316 -1.89480 -0.85930 0.754 -1.994 -4.862
S 2.09327 0.31792 0.58144 -0.388 -1.309 2.037
S 0.65728 -1.49648 0.24913 0.165 2.373 5.004
Cl -1.70775 1.16905 -1.15402 -0.633 0.024 -0.090
Cl 1.70513 1.68951 -0.73193 -0.477 0.968 -1.204
```
Forces are in eV/Å.

Its HOMO-LUMO gap is 8.21 eV. The total charge is 0. The value obtained for the energy above the lowest of the compared OMol25 structures with the same formula, charge and spin is 243.6 kJ/mol.


The following is a DFT calculation (wB97M-V/def2-TZVPD) of a 7-piece molecular cluster, C3H20N2O7 overall.

```
32
Properties=species:S:1:pos:R:3:forces:R:3
C -0.77206 -1.24468 2.07660 0.127 1.735 0.753
C 0.35206 -0.45100 1.44235 0.038 -1.235 -1.589
O 0.89444 0.49263 1.99730 -0.390 0.184 0.430
N 0.77124 -0.87617 0.19668 -0.086 0.216 0.316
C 1.74495 -0.11613 -0.57522 0.172 1.060 -0.490
N 0.98861 0.72692 -1.59241 1.429 -1.321 -0.895
H -0.36800 -1.80675 2.90288 0.125 -0.098 0.409
H -1.49909 -0.50501 2.45427 0.400 -0.256 0.113
H -1.32127 -1.89166 1.45643 -0.281 -0.854 -1.181
H 0.28951 -1.64319 -0.30561 0.257 0.733 0.866
H 2.40158 0.56563 0.08878 -1.080 -1.526 -1.041
H 2.35611 -0.85100 -1.16020 -0.266 0.785 0.646
H 0.39396 1.38506 -1.11423 0.162 0.706 0.476
H 1.67642 1.23579 -2.19844 -0.968 -0.490 0.903
O -2.59703 1.88195 0.63273 -0.147 2.186 1.668
H -3.23694 2.49170 0.25566 -0.070 -0.055 0.027
H -2.58868 1.13181 0.08188 -0.143 -2.047 -1.543
O -1.38363 -2.56184 -1.14591 -0.101 -0.702 -0.540
H -1.84302 -3.37776 -1.41309 0.232 0.425 0.314
H -0.99112 -2.21842 -1.99343 -0.039 -0.108 0.132
O -0.25984 -1.27185 -3.19000 -1.098 1.541 1.732
H 0.43990 -1.61803 -3.70018 1.323 -0.439 -0.844
H 0.09632 -0.47262 -2.63755 0.183 -0.918 -0.876
O -2.42671 -0.08269 -1.17275 0.697 0.502 -0.406
H -1.59568 0.19926 -1.60795 -0.719 -0.038 0.244
H -2.26506 -1.02680 -1.02524 -0.136 -0.259 0.097
O 3.55949 0.68350 2.09822 -2.084 -1.172 -4.755
H 3.74988 0.89576 2.93857 1.132 1.197 4.669
H 2.55815 0.66833 2.04396 1.285 0.018 0.239
O -0.03318 2.60900 0.23351 0.987 0.288 -0.079
H 0.42000 2.26224 1.01742 -0.179 0.045 -0.148
H -0.96990 2.48560 0.39903 -0.766 -0.105 0.351
```
Forces are in eV/Å.

Its HOMO-LUMO gap is 10.39 eV. The total charge is 0. The value obtained for the energy above the lowest of the compared OMol25 structures with the same formula, charge and spin is 32.2 kJ/mol. The SMILES is CC(=O)NCN.O.O.O.O.O.O.


The following is a DFT calculation (wB97M-V/def2-TZVPD) of the molecule C5H10O2.

```
17
Properties=species:S:1:pos:R:3:forces:R:3
C 1.76908 0.30299 -0.82564 0.037 0.039 -0.013
C 1.01343 -0.54514 0.16590 0.146 -0.248 0.167
O 1.56429 -1.42741 0.79665 -0.210 0.352 -0.242
C -0.49151 -0.31244 0.37394 0.021 0.179 -0.152
C -0.70478 1.02963 1.08884 0.016 0.093 0.054
C -1.22699 -0.34780 -0.96691 -0.036 0.001 -0.096
O -0.99132 -1.34737 1.18458 0.099 -0.104 0.091
H 1.57343 -0.07284 -1.83661 -0.008 0.032 0.135
H 2.83904 0.22375 -0.62853 -0.134 0.005 -0.008
H 1.45580 1.35002 -0.79851 0.019 -0.150 -0.001
H -0.23152 1.00340 2.07527 -0.033 0.019 -0.135
H -1.77813 1.18711 1.23380 0.144 -0.068 -0.030
H -0.30837 1.88078 0.52428 -0.061 -0.156 0.057
H -2.30048 -0.24438 -0.78214 0.150 -0.015 0.002
H -1.06132 -1.30818 -1.46551 -0.005 0.129 0.055
H -0.91342 0.46277 -1.63335 -0.026 -0.103 0.116
H -0.20722 -1.83489 1.49392 -0.120 -0.004 0.001
```
Forces are in eV/Å.

Its HOMO-LUMO gap is 10.93 eV. The total charge is 0. The value obtained for the energy above the lowest of the compared OMol25 structures with the same formula, charge and spin is 71.9 kJ/mol. The SMILES is CC(=O)C(C)(C)O.


The following is a DFT calculation (wB97M-V/def2-TZVPD) of a 10-piece molecular cluster, C14H48O10 overall.

```
72
Properties=species:S:1:pos:R:3:forces:R:3
C 1.75874 4.57479 0.84765 0.385 0.247 0.394
C 1.59442 4.36802 -0.63366 0.122 0.033 -0.037
O 2.50628 3.36217 -1.02934 0.590 -0.468 -0.234
H 1.04953 5.28501 1.27274 -0.056 -0.086 -0.154
H 2.75514 4.98693 1.00704 0.070 0.084 0.025
H 1.74611 3.65227 1.42808 -0.339 -0.144 -0.167
H 1.88793 5.29163 -1.13257 -0.386 0.235 -0.112
H 0.60704 4.04695 -0.96544 -0.333 0.296 0.271
H 2.75115 3.55287 -1.93778 0.065 -0.188 -0.033
C 2.37011 -0.04457 -2.98825 -0.694 -0.362 -0.470
C 3.33048 0.04807 -4.20439 -0.493 0.567 1.723
O 4.49226 0.74883 -3.74725 0.450 -0.403 -0.533
H 2.59008 -0.93048 -2.39254 0.077 -0.078 -0.054
H 1.32198 -0.10692 -3.28088 -0.103 -0.285 -0.229
H 2.38003 0.78744 -2.28415 0.498 0.380 -0.261
H 2.91982 0.58795 -5.05762 -0.292 -0.176 -0.040
H 3.58221 -0.97309 -4.49069 0.368 0.260 -0.182
H 4.18330 1.63284 -3.53589 0.139 0.043 0.091
C -0.43873 1.04975 -0.33429 0.421 -0.235 0.252
C -0.17653 -0.35885 0.15580 0.123 0.198 -0.147
O -0.70862 -1.29627 -0.76903 -0.180 0.047 0.095
H 0.07800 1.73731 0.33531 -0.210 0.146 0.175
H -1.50252 1.28500 -0.36778 0.050 0.063 -0.145
H 0.06253 1.15567 -1.29638 -0.386 0.114 -0.236
H -0.62008 -0.56249 1.13043 0.150 0.252 0.168
H 0.90613 -0.47069 0.21448 0.033 -0.246 0.218
H -0.23531 -2.12495 -0.66481 0.289 -0.547 0.129
C -3.12710 -3.39320 0.99722 -0.243 1.455 -1.664
C -2.46770 -2.44305 1.98157 -0.428 -1.262 -0.150
O -2.99257 -2.80794 3.23246 0.007 0.596 1.594
H -2.82711 -4.44102 1.01062 0.002 0.126 0.409
H -2.97056 -3.01081 -0.01143 0.514 -0.212 -0.350
H -4.20676 -3.25894 1.06355 -0.103 -0.494 0.532
H -2.75271 -1.40107 1.83620 -0.108 -0.089 -0.215
H -1.37939 -2.48414 1.93704 0.182 -0.121 0.095
H -2.71864 -3.68617 3.50680 0.165 -0.029 -0.262
C 3.85315 -2.33515 0.41047 0.078 0.425 0.534
O 3.70554 -3.53353 -0.30336 0.067 -1.038 -0.358
H 4.89098 -2.13285 0.67522 0.073 0.092 -0.192
H 3.43243 -1.52877 -0.19023 0.080 0.320 0.258
H 3.31766 -2.44970 1.35293 -0.188 0.241 -0.107
H 4.50549 -3.75118 -0.78741 -0.097 0.070 -0.053
C 1.36617 0.66672 3.32823 -0.559 -0.370 -0.595
O 2.15219 -0.19715 2.50505 0.280 -0.128 0.315
H 1.18692 1.60874 2.80999 -0.079 0.131 0.252
H 0.41157 0.15273 3.44076 -0.131 0.180 0.004
H 1.73934 0.82721 4.33971 0.505 0.038 -0.131
H 2.73128 0.31223 1.93339 0.004 0.182 0.156
C -1.55583 3.96855 1.81090 0.305 0.194 -0.225
O -1.74698 2.82328 2.57349 -0.452 -0.691 0.410
H -0.59417 4.32781 2.17729 -0.234 0.573 -0.524
H -1.55080 3.74162 0.74479 0.595 -0.094 -0.297
H -2.34849 4.71277 1.88794 -0.075 0.271 0.596
H -2.46006 2.32096 2.17251 -0.256 -0.443 0.135
C -2.84521 -0.03053 -2.93787 1.031 -1.324 0.844
O -1.56528 -0.70408 -3.13898 -1.732 1.210 -1.791
H -3.43184 -0.62771 -2.23977 -0.119 -0.080 0.228
H -2.72496 0.95111 -2.47960 0.100 0.244 -0.231
H -3.47798 0.01860 -3.82404 0.671 0.071 -0.371
H -1.18581 -0.95873 -2.29473 -0.087 0.052 0.766
C 0.51909 -4.82314 0.43847 -2.123 -0.161 0.426
O 0.92050 -3.61247 -0.13550 0.315 -0.011 -0.114
H 0.76628 -5.73576 -0.10386 0.574 0.143 -0.044
H 0.69459 -4.90420 1.51119 0.785 -0.038 0.042
H -0.56986 -4.78318 0.41216 -0.229 -0.154 -0.151
H 1.86743 -3.68629 -0.27505 0.546 0.275 -0.277
C -4.75476 0.49662 0.51917 -0.516 -0.277 -0.057
O -4.01108 1.51966 1.13994 0.494 0.444 0.190
H -5.76667 0.85858 0.33721 -0.174 -0.175 -0.112
H -4.30920 0.18328 -0.42497 0.053 -0.098 0.020
H -4.81830 -0.34987 1.20292 0.116 0.063 -0.051
H -4.09201 2.29463 0.57917 0.030 0.148 0.007
```
Forces are in eV/Å.

Its HOMO-LUMO gap is 9.99 eV. The total charge is 0. The value obtained for the energy above the lowest of the compared OMol25 structures with the same formula, charge and spin is 355.4 kJ/mol. The SMILES is CCO.CCO.CCO.CCO.CO.CO.CO.CO.CO.CO.


The following is a DFT calculation (wB97M-V/def2-TZVPD) of C21H14F4N4O3S5Ti as an isolated structure.

```
52
Properties=species:S:1:pos:R:3:forces:R:3
Ti 1.11439 -0.92002 -0.82195 0.295 -0.252 -0.074
C 0.96376 0.35877 2.05029 -0.012 0.110 -0.059
O 0.24035 -0.29227 0.97444 -0.141 -0.122 0.179
C -1.00083 -0.94300 1.39922 -0.009 0.292 -0.105
C -0.85422 -2.38701 1.01731 -0.103 -0.011 0.107
O -0.41638 -2.41160 -0.35497 0.165 0.064 -0.238
C -1.39491 -2.61250 -1.39187 -0.010 -0.023 0.054
C -1.73513 -1.27004 -1.99017 -0.027 0.111 0.076
O -0.47956 -0.58055 -2.17442 0.021 -0.061 -0.045
C -0.35507 0.08542 -3.45170 0.006 0.067 0.026
H 1.36111 -0.40095 2.72243 0.000 0.014 0.024
H 0.28252 1.03237 2.56709 0.007 -0.009 -0.003
H 1.77107 0.92269 1.59022 0.015 -0.017 0.041
H -1.81684 -0.44969 0.87293 -0.014 -0.055 -0.006
H -1.17507 -0.78117 2.45948 0.128 -0.066 0.098
H -1.78772 -2.93765 1.12499 -0.015 0.034 0.014
H -0.06330 -2.88016 1.58147 -0.019 0.024 0.033
H -2.27545 -3.10589 -0.98181 0.002 0.002 -0.009
H -0.91465 -3.25880 -2.12537 -0.005 0.010 -0.012
H -2.35698 -0.65662 -1.33506 -0.018 -0.006 -0.032
H -2.23245 -1.37870 -2.95355 0.008 -0.054 0.005
H -0.33357 -0.66660 -4.24008 0.010 0.002 -0.005
H 0.57626 0.64145 -3.42865 -0.001 0.003 -0.026
H -1.19192 0.76895 -3.57481 0.011 -0.026 -0.020
S 5.96295 -6.36728 -1.64451 -0.057 -0.045 0.004
C 4.90407 -5.14735 -1.46492 0.120 0.136 -0.024
S 4.61581 -4.34653 0.05714 -0.031 -0.043 0.028
C 3.44873 -3.19447 -0.53031 0.025 -0.044 -0.072
C 3.16067 -3.24984 -1.84414 0.028 -0.014 0.040
S 2.03772 -2.15043 -2.55991 -0.130 0.019 -0.113
S 3.98947 -4.46257 -2.78089 -0.016 -0.071 -0.015
S 2.73299 -2.01380 0.50423 -0.168 0.167 0.110
F -1.13793 2.08409 -1.59069 -0.002 0.027 0.000
C -1.02232 2.57100 -0.33666 -0.031 0.038 0.098
C -2.00954 2.25489 0.56389 0.055 -0.009 -0.074
F -3.04674 1.52172 0.09968 0.017 0.009 0.011
C -1.96634 2.64792 1.91550 -0.148 -0.061 0.163
C -0.87946 3.49497 2.22416 0.024 0.065 -0.054
C 0.11253 3.79455 1.31719 -0.064 -0.005 0.022
F 1.18000 4.48038 1.73663 -0.010 -0.015 -0.001
C 0.09646 3.31881 0.00584 0.111 0.018 -0.029
C 1.32013 3.28142 -0.84053 -0.031 -0.144 -0.029
C 1.69258 2.01740 -1.06046 -0.139 0.227 0.199
N 1.81935 0.83189 -1.10675 -0.061 -0.282 -0.089
C 2.04897 4.40159 -1.31622 0.007 0.053 -0.014
N 2.63548 5.30885 -1.71133 0.001 0.010 0.003
F -0.72977 3.94038 3.47546 0.010 -0.008 0.007
C -2.90638 2.17097 2.88801 0.251 0.124 -0.280
C -3.54414 0.93491 2.67094 -0.156 -0.114 0.073
N -4.00380 -0.11554 2.50568 0.108 -0.058 -0.090
C -3.11979 2.80938 4.13255 0.026 -0.030 0.120
N -3.31710 3.30628 5.15498 -0.034 0.018 -0.017
```
Forces are in eV/Å.

Its HOMO-LUMO gap (alpha / beta) is 4.60 / 4.60 eV. The total charge is 0. The value obtained for the energy above the lowest of the compared OMol25 structures with the same formula, charge and spin is 0.0 kJ/mol.